P | Density functional theory data (the ωB97M-V functional and the def2-TZVPD basis) for the ion C5H12NO with charge -1.

Computed properties:
- orbital gap (eV) = 6.8
- SMILES string = CC(C)[C@H](N)C[O-]

```
! wB97M-V def2-TZVPD RIJCOSX def2/J DEFGRID3
* xyz -1 1
C 1.627 -0.027 -0.217
C 0.398 -0.649 0.455
C 0.211 -2.048 -0.221
C -0.813 0.242 0.259
N -1.279 0.323 -1.167
C -0.711 1.751 0.768
O -0.079 2.496 -0.176
H 2.497 -0.681 -0.137
H 1.444 0.360 -1.222
H 2.126 0.803 0.313
H 0.610 -0.828 1.510
H -0.571 -2.652 0.256
H 1.174 -2.545 -0.063
H 0.055 -1.946 -1.292
H -1.710 -0.237 0.689
H -2.213 0.734 -1.174
H -0.798 1.204 -1.435
H -0.208 1.726 1.762
H -1.759 1.975 1.094
*
```

Let us look at the Löwdin charges, expressed in e, one per atom: atom 1 (C): -0.1092, atom 2 (C): -0.3898, atom 3 (C): -0.1052, atom 4 (C): -0.3857, atom 5 (N): -0.0026, atom 6 (C): -0.4749, atom 7 (O): -0.3585, atom 8 (H): 0.0513, atom 9 (H): 0.0784, atom 10 (H): 0.0719, atom 11 (H): 0.1214, atom 12 (H): 0.0613, atom 13 (H): 0.0520, atom 14 (H): 0.0573, atom 15 (H): 0.1104, atom 16 (H): 0.0464, atom 17 (H): 0.0370, atom 18 (H): 0.0716, atom 19 (H): 0.0671

Q | Density functional theory data (the ωB97M-V functional and the def2-TZVPD basis) for a cluster of 2 separate species, C5H12NO in total.

Computed properties:
- orbital gap (eV) = 4.5

```
! wB97M-V def2-TZVPD RIJCOSX def2/J DEFGRID3
* xyz -1 1
C -3.458 -1.140 0.547
C -0.300 0.937 -0.709
C 3.784 0.195 -0.424
C -2.356 -0.449 -0.292
C -1.337 0.359 0.237
N 2.531 0.123 0.075
O 2.496 0.073 1.611
H -3.521 -0.797 1.593
H -4.391 -0.903 -0.113
H -3.294 -2.281 0.543
H -0.702 0.491 -1.723
H -0.283 1.953 -0.723
H 0.624 0.556 -0.526
H 3.637 0.535 -1.431
H 4.545 0.910 0.027
H 4.419 -0.824 -0.533
H -2.513 -0.608 -1.343
H 1.590 0.260 1.889
H -1.469 0.611 1.293
*
```

Let us look at the Löwdin charges, expressed in e, one per atom: atom 1 (C): -0.1520, atom 2 (C): -0.1014, atom 3 (C): -0.4304, atom 4 (C): -0.2043, atom 5 (C): -0.1370, atom 6 (N): -0.2719, atom 7 (O): -0.2554, atom 8 (H): 0.0512, atom 9 (H): 0.0788, atom 10 (H): 0.0748, atom 11 (H): 0.1039, atom 12 (H): 0.0269, atom 13 (H): -0.0385, atom 14 (H): 0.0259, atom 15 (H): 0.0409, atom 16 (H): 0.0366, atom 17 (H): 0.0654, atom 18 (H): -0.0003, atom 19 (H): 0.0867

R | Density functional theory data (the ωB97M-V functional and the def2-TZVPD basis) for a structure of composition C5H12NO.

Computed properties:
- orbital gap (eV) = 5.9

```
! wB97M-V def2-TZVPD RIJCOSX def2/J DEFGRID3
* xyz -1 1
C -1.540 -0.180 0.456
N -1.128 -0.268 -0.902
C -0.090 -1.221 -1.115
C 1.331 -0.725 -0.814
C 2.065 -1.056 0.389
O 3.166 -0.648 0.742
C -1.207 1.130 1.201
H -2.626 -0.373 0.636
H -1.070 -0.981 1.085
H 0.289 2.920 -1.197
H -0.211 -2.133 -0.485
H -0.124 -1.483 -2.172
H 1.793 -0.010 -1.488
H 1.177 0.002 0.111
H 1.520 -1.785 0.985
H -0.051 2.350 -1.537
H -1.603 1.173 2.219
H -0.120 1.295 1.234
H -1.570 1.994 0.653
*
```

Let us look at the Löwdin charges, expressed in e, one per atom: atom 1 (C): -0.4618, atom 2 (N): -0.1805, atom 3 (C): -0.3962, atom 4 (C): -0.1086, atom 5 (C): -0.4186, atom 6 (O): -0.0658, atom 7 (C): -0.1615, atom 8 (H): 0.0686, atom 9 (H): 0.0776, atom 10 (H): 0.0055, atom 11 (H): 0.0845, atom 12 (H): 0.0755, atom 13 (H): 0.1143, atom 14 (H): 0.1365, atom 15 (H): 0.1150, atom 16 (H): 0.0011, atom 17 (H): 0.0431, atom 18 (H): 0.0392, atom 19 (H): 0.0321

Least stable structure: Q

P | Density functional theory data (the ωB97M-V functional and the def2-TZVPD basis) for a cluster of 3 separate species, C3H9N2O2 in total.

Computed properties:
- orbital gap (eV) = 11.1

```
! wB97M-V def2-TZVPD RIJCOSX def2/J DEFGRID3
* xyz 1 1
C -0.845 0.317 1.122
C -2.034 0.008 0.533
N -1.768 -0.255 -0.840
C -0.447 -0.038 -1.090
N 0.079 0.340 0.066
H -0.636 0.748 2.118
H -3.024 -0.162 0.934
H -2.420 -0.720 -1.431
H 0.039 0.011 -2.154
H 1.057 0.621 0.181
H 3.222 1.187 1.865
H 2.564 2.522 1.443
O 2.646 1.598 1.211
H 1.321 -2.584 -0.543
H 0.882 -1.971 -1.947
O 0.979 -1.822 -1.010
*
```

Let us look at the Löwdin charges, expressed in e, one per atom: atom 1 (C): -0.0117, atom 2 (C): -0.0169, atom 3 (N): 0.1137, atom 4 (C): -0.1026, atom 5 (N): 0.0784, atom 6 (H): 0.1463, atom 7 (H): 0.1296, atom 8 (H): 0.1588, atom 9 (H): 0.2051, atom 10 (H): 0.1328, atom 11 (H): 0.0599, atom 12 (H): 0.0513, atom 13 (O): -0.0406, atom 14 (H): 0.0758, atom 15 (H): 0.0551, atom 16 (O): -0.0351

Q | Density functional theory data (the ωB97M-V functional and the def2-TZVPD basis) for a cluster of 2 separate species, C3H9N2O2 in total.

Computed properties:
- orbital gap (spin up / spin down) (eV) = 8.1 / 4.7

```
! wB97M-V def2-TZVPD RIJCOSX def2/J DEFGRID3
* xyz 1 1
C -0.466 0.271 -1.223
C 1.140 -1.686 1.546
C 1.351 -0.805 0.286
N -2.902 2.201 -2.648
N 0.090 -0.684 -0.615
O 1.843 0.427 0.798
O -4.022 2.780 -2.424
H -0.424 1.370 -1.114
H 1.898 -1.394 2.212
H 1.254 -2.661 1.176
H 0.131 -1.311 1.818
H 1.942 -1.163 -0.538
H -2.827 1.583 -1.883
H -0.267 -1.629 -0.856
H 2.509 0.282 1.390
H -4.206 3.406 -3.198
*
```

Let us look at the Löwdin charges, expressed in e, one per atom: atom 1 (C): 0.3138, atom 2 (C): 0.0354, atom 3 (C): -0.3082, atom 4 (N): -0.0388, atom 5 (N): 0.0858, atom 6 (O): 0.0406, atom 7 (O): -0.0802, atom 8 (H): 0.1315, atom 9 (H): 0.0799, atom 10 (H): 0.0775, atom 11 (H): 0.1205, atom 12 (H): 0.1532, atom 13 (H): -0.0154, atom 14 (H): 0.1946, atom 15 (H): 0.0571, atom 16 (H): 0.1526

R | Density functional theory data (the ωB97M-V functional and the def2-TZVPD basis) for the ion C3H9N2O2 with charge +1.

Computed properties:
- orbital gap (eV) = 11.9
- SMILES string = NC(=O)[C@H]([NH3+])CO

```
! wB97M-V def2-TZVPD RIJCOSX def2/J DEFGRID3
* xyz 1 1
N 0.588 -1.486 -1.375
C 0.368 -0.192 -1.142
O 0.918 0.704 -1.771
C -0.562 0.251 -0.027
N -0.383 1.712 0.080
C -0.399 -0.507 1.296
O 0.914 -0.439 1.823
H 1.055 -1.678 -2.236
H 0.074 -2.248 -0.963
H -1.596 0.042 -0.275
H 0.224 1.949 0.875
H 0.166 1.962 -0.778
H -1.244 2.252 0.158
H -1.032 -0.058 2.060
H -0.652 -1.554 1.111
H 1.563 -0.708 1.164
*
```

Let us look at the Löwdin charges, expressed in e, one per atom: atom 1 (N): 0.2307, atom 2 (C): -0.4774, atom 3 (O): 0.0814, atom 4 (C): -0.1942, atom 5 (N): 0.2353, atom 6 (C): -0.1862, atom 7 (O): -0.0221, atom 8 (H): 0.1355, atom 9 (H): 0.1307, atom 10 (H): 0.1705, atom 11 (H): 0.1847, atom 12 (H): 0.1556, atom 13 (H): 0.1851, atom 14 (H): 0.1416, atom 15 (H): 0.1306, atom 16 (H): 0.0981

Least stable structure: Q

P | Density functional theory data (the ωB97M-V functional and the def2-TZVPD basis) for a cluster of 2 separate species, C3H8NO in total.

Computed properties:
- orbital gap (eV) = 6.3

```
! wB97M-V def2-TZVPD RIJCOSX def2/J DEFGRID3
* xyz -1 1
C -1.566 -0.231 1.460
O -1.578 1.110 1.263
H -1.365 -0.795 0.515
H -0.768 -0.561 2.178
H -2.518 -0.669 1.853
C 1.037 -0.493 -2.136
C 0.981 0.252 0.047
N 1.501 -0.549 -0.773
H 1.890 -0.610 -2.809
H 0.406 0.365 -2.381
H 0.476 -1.408 -2.352
H 1.250 0.161 1.103
H 0.212 1.024 -0.101
*
```

Let us look at the Löwdin charges, expressed in e, one per atom: atom 1 (C): -0.5196, atom 2 (O): -0.4592, atom 3 (H): 0.0240, atom 4 (H): 0.0275, atom 5 (H): 0.0265, atom 6 (C): -0.1914, atom 7 (C): -0.1123, atom 8 (N): -0.1078, atom 9 (H): 0.0535, atom 10 (H): 0.0696, atom 11 (H): 0.0639, atom 12 (H): 0.0638, atom 13 (H): 0.0613

Q | Density functional theory data (the ωB97M-V functional and the def2-TZVPD basis) for the ion C3H8NO with charge -1.

Computed properties:
- orbital gap (eV) = 6.8
- SMILES string = CNCC[O-]

```
! wB97M-V def2-TZVPD RIJCOSX def2/J DEFGRID3
* xyz -1 1
C 0.335 -1.682 -0.357
N -0.707 -0.775 0.103
C -0.065 0.413 0.786
C -0.187 1.619 -0.170
O -1.333 1.749 -0.816
H 1.100 -1.225 -0.992
H -0.164 -2.509 -0.878
H 0.771 -2.130 0.534
H -1.196 -0.227 -0.613
H 1.012 0.189 0.864
H -0.378 0.504 1.828
H 0.750 1.566 -0.794
H 0.062 2.508 0.504
*
```

Let us look at the Löwdin charges, expressed in e, one per atom: atom 1 (C): -0.1998, atom 2 (N): -0.1415, atom 3 (C): -0.2613, atom 4 (C): -0.5847, atom 5 (O): -0.3403, atom 6 (H): 0.0636, atom 7 (H): 0.0569, atom 8 (H): 0.0566, atom 9 (H): 0.0556, atom 10 (H): 0.0742, atom 11 (H): 0.0774, atom 12 (H): 0.0698, atom 13 (H): 0.0735

Least stable structure: P

P | Density functional theory data (the ωB97M-V functional and the def2-TZVPD basis) for a cluster of 2 separate species, C4H14N2O2 in total.

Computed properties:
- orbital gap (eV) = 10.2
- SMILES string = CN[C@@H](CN)CO.O

```
! wB97M-V def2-TZVPD RIJCOSX def2/J DEFGRID3
* xyz 0 1
C -0.124 -1.980 2.120
N 0.822 -1.747 0.882
C 0.413 -0.357 0.236
C 0.904 0.844 1.078
N 0.279 2.158 0.534
C 0.991 -0.315 -1.133
O 0.657 1.013 -1.853
H -0.648 -2.890 1.956
H -0.631 -1.108 2.401
H 0.625 -2.243 2.858
H 1.805 -1.655 1.252
H -0.776 -0.611 0.080
H 2.075 0.951 0.956
H 0.651 0.767 2.065
H 0.457 2.850 1.217
H -0.742 2.012 0.365
H 0.697 -1.093 -1.830
H 2.105 -0.394 -1.090
H 0.747 1.743 -1.130
O -3.332 0.186 -1.775
H -2.511 0.755 -2.165
H -3.272 -0.713 -1.628
*
```

Let us look at the Löwdin charges, expressed in e, one per atom: atom 1 (C): -0.0858, atom 2 (N): -0.0745, atom 3 (C): -0.3614, atom 4 (C): -0.1717, atom 5 (N): -0.0165, atom 6 (C): -0.2040, atom 7 (O): -0.1670, atom 8 (H): 0.0550, atom 9 (H): 0.0422, atom 10 (H): 0.0645, atom 11 (H): 0.0953, atom 12 (H): 0.1864, atom 13 (H): 0.1607, atom 14 (H): 0.0571, atom 15 (H): 0.0520, atom 16 (H): 0.1024, atom 17 (H): 0.1081, atom 18 (H): 0.1170, atom 19 (H): 0.0480, atom 20 (O): -0.1039, atom 21 (H): 0.1284, atom 22 (H): -0.0322

Q | Density functional theory data (the ωB97M-V functional and the def2-TZVPD basis) for a cluster of 3 separate species, C4H14N2O2 in total.

Computed properties:
- orbital gap (eV) = 10.2
- SMILES string = CCC/N=C\N.O.O

```
! wB97M-V def2-TZVPD RIJCOSX def2/J DEFGRID3
* xyz 0 1
C -0.958 0.321 -1.831
C 0.538 0.507 -1.669
C 1.028 0.773 -0.213
N 0.081 0.214 0.740
C -0.760 0.933 1.347
N -0.871 2.359 1.306
H -1.388 -0.523 -1.321
H -1.539 1.207 -1.548
H -1.114 0.217 -2.911
H 1.109 -0.345 -2.016
H 0.826 1.407 -2.221
H 1.251 1.811 0.054
H 2.011 0.304 -0.117
H -1.587 0.478 1.886
H 0.022 2.802 1.157
H -1.539 2.604 0.585
O 1.096 -2.078 2.220
H 1.034 -1.315 2.794
H 0.683 -1.859 1.378
O -0.088 -2.333 -1.549
H -0.502 -2.673 -0.751
H -0.551 -2.625 -2.335
*
```

Let us look at the Löwdin charges, expressed in e, one per atom: atom 1 (C): -0.1370, atom 2 (C): -0.2274, atom 3 (C): -0.2143, atom 4 (N): 0.0044, atom 5 (C): -0.2624, atom 6 (N): 0.0512, atom 7 (H): 0.0433, atom 8 (H): 0.0651, atom 9 (H): 0.0767, atom 10 (H): 0.0831, atom 11 (H): 0.1034, atom 12 (H): 0.0862, atom 13 (H): 0.1090, atom 14 (H): 0.1116, atom 15 (H): 0.0567, atom 16 (H): 0.0742, atom 17 (O): -0.0776, atom 18 (H): 0.0159, atom 19 (H): -0.0105, atom 20 (O): -0.0534, atom 21 (H): 0.0495, atom 22 (H): 0.0524

Least stable structure: P

P | Density functional theory data (the ωB97M-V functional and the def2-TZVPD basis) for a cluster of 3 separate species, C4H14N2O2 in total.

Computed properties:
- orbital gap (eV) = 8.5
- SMILES string = CC/C(N)=C/N.O.O

```
! wB97M-V def2-TZVPD RIJCOSX def2/J DEFGRID3
* xyz 0 1
C 0.000 1.303 -2.541
C 0.883 0.778 -1.422
C 0.338 0.507 -0.084
N -1.115 0.720 0.183
C 1.233 0.420 0.910
N 0.840 0.284 2.392
H 0.741 2.082 -2.877
H -0.926 1.776 -2.369
H -0.214 0.574 -3.393
H 1.877 1.367 -1.424
H 1.289 -0.258 -1.677
H -1.768 0.213 -0.294
H -1.303 0.760 1.222
H 2.335 0.494 0.689
H 1.667 -0.204 2.738
H 0.767 1.266 2.750
O -0.389 -2.712 -0.319
H -0.714 -2.920 -1.176
H -1.007 -3.021 0.358
O -1.555 -1.299 1.769
H -0.750 -0.877 2.211
H -2.229 -1.253 2.355
*
```

Let us look at the Löwdin charges, expressed in e, one per atom: atom 1 (C): -0.1124, atom 2 (C): -0.2541, atom 3 (C): -0.3368, atom 4 (N): 0.0926, atom 5 (C): -0.1468, atom 6 (N): -0.0206, atom 7 (H): 0.0777, atom 8 (H): 0.0390, atom 9 (H): 0.0891, atom 10 (H): 0.1285, atom 11 (H): 0.1297, atom 12 (H): 0.0291, atom 13 (H): 0.0812, atom 14 (H): 0.1151, atom 15 (H): 0.0640, atom 16 (H): 0.0904, atom 17 (O): -0.0546, atom 18 (H): 0.0110, atom 19 (H): 0.0251, atom 20 (O): -0.0678, atom 21 (H): 0.0426, atom 22 (H): -0.0223

Q | Density functional theory data (the ωB97M-V functional and the def2-TZVPD basis) for a cluster of 2 separate species, C4H14N2O2 in total.

Computed properties:
- orbital gap (eV) = 9.1
- SMILES string = C[C@H](CN)NCO.O

```
! wB97M-V def2-TZVPD RIJCOSX def2/J DEFGRID3
* xyz 0 1
C -2.351 0.305 -0.741
C -1.218 -0.609 0.208
C -1.716 -0.872 1.653
N -0.980 -1.768 2.447
N 0.143 0.185 0.313
C 1.055 0.261 -0.832
O 0.865 1.615 -1.246
H -2.926 -0.467 -1.202
H -2.878 0.975 -0.100
H -1.937 0.862 -1.556
H -0.942 -1.450 -0.289
H -1.645 0.059 2.025
H -2.761 -1.223 1.414
H -1.168 -1.508 3.465
H 0.024 -1.879 2.182
H 0.057 1.064 0.684
H 0.862 -0.415 -1.593
H 2.180 0.179 -0.625
H 0.996 1.666 -2.285
O 4.594 1.370 -1.257
H 5.083 1.032 -2.047
H 4.662 0.617 -0.619
*
```

Let us look at the Löwdin charges, expressed in e, one per atom: atom 1 (C): -0.0018, atom 2 (C): -0.2170, atom 3 (C): -0.3258, atom 4 (N): -0.0264, atom 5 (N): -0.0156, atom 6 (C): -0.2874, atom 7 (O): -0.1163, atom 8 (H): 0.0403, atom 9 (H): 0.0475, atom 10 (H): 0.0388, atom 11 (H): 0.0770, atom 12 (H): 0.0637, atom 13 (H): 0.1297, atom 14 (H): 0.1048, atom 15 (H): 0.0845, atom 16 (H): 0.0587, atom 17 (H): 0.0871, atom 18 (H): 0.1094, atom 19 (H): 0.1444, atom 20 (O): -0.0937, atom 21 (H): 0.0504, atom 22 (H): 0.0475

Least stable structure: Q